# 1
116
Properties=species:S:1:pos:R:3 method="wB97M-V/def2-TZVPD" homo_energy_ev=-3.904 charge=-1 gap_ev=5.88
Sr -0.392 -1.295 -1.040
C -2.639 -0.592 0.632
Si -2.285 0.263 2.192
C -1.331 -0.916 3.368
N -0.148 -1.513 2.740
C 0.216 -2.825 3.251
C 0.882 -2.788 4.633
C 2.121 -1.896 4.576
C 1.729 -0.511 4.061
C 1.018 -0.642 2.707
C -1.421 1.931 1.909
C -0.634 2.574 2.865
C -0.055 3.811 2.618
C -0.265 4.445 1.402
C -1.048 3.828 0.437
C -1.611 2.585 0.690
C -3.848 0.735 3.202
C -4.593 -0.264 3.839
C -5.830 -0.007 4.411
C -6.368 1.272 4.353
C -5.652 2.281 3.724
C -4.415 2.011 3.156
H -3.223 0.014 -0.073
H -3.197 -1.520 0.799
H -2.026 -1.737 3.573
H -1.117 -0.455 4.347
H 0.911 -3.272 2.530
H -0.680 -3.451 3.279
H 1.149 -3.803 4.944
H 0.175 -2.389 5.368
H 2.850 -2.341 3.888
H 2.594 -1.826 5.560
H 2.611 0.126 3.948
H 1.067 -0.029 4.787
H 1.720 -1.064 1.980
H 0.719 0.335 2.336
H -0.466 2.098 3.828
H 0.559 4.286 3.375
H 0.187 5.410 1.203
H -1.211 4.315 -0.517
H -2.208 2.104 -0.077
H -4.193 -1.273 3.881
H -6.381 -0.804 4.898
H -7.340 1.476 4.785
H -6.065 3.283 3.676
H -3.868 2.809 2.664
C -2.897 -4.254 1.028
C -1.608 -4.936 0.735
N -0.497 -4.351 0.469
C 0.538 -5.230 0.268
C 0.194 -6.544 0.378
S -1.475 -6.691 0.751
C 1.876 -4.699 0.033
C 3.017 -5.415 -0.182
S 4.357 -4.354 -0.340
C 3.285 -2.991 -0.099
N 2.058 -3.344 0.075
C 3.790 -1.590 -0.102
H -2.701 -3.192 1.169
H -3.362 -4.672 1.921
H -3.592 -4.375 0.195
H 0.816 -7.417 0.269
H 3.140 -6.483 -0.258
H 4.875 -1.563 -0.184
H 3.479 -1.083 0.811
H 3.349 -1.035 -0.932
C 1.483 -0.133 -4.115
Si 0.825 -1.883 -4.427
C 0.758 -2.057 -6.326
C 2.189 -3.097 -3.885
N -0.526 -2.138 -3.440
C -1.733 -2.685 -3.706
C -2.282 -2.923 -4.992
C -3.544 -3.460 -5.167
C -4.342 -3.804 -4.082
C -3.837 -3.605 -2.803
C -2.583 -3.071 -2.650
F -2.093 -2.919 -1.368
H 2.057 0.237 -4.969
H 2.137 -0.118 -3.239
H 0.673 0.572 -3.925
H 1.730 -1.824 -6.766
H 0.024 -1.381 -6.773
H 0.495 -3.077 -6.620
H 3.180 -2.764 -4.208
H 2.017 -4.092 -4.304
H 2.204 -3.195 -2.796
H -1.680 -2.660 -5.850
H -3.917 -3.609 -6.174
H -5.330 -4.219 -4.225
H -4.412 -3.864 -1.922
C 3.385 6.243 -3.124
C 2.693 6.478 -1.772
C 3.573 7.418 -0.945
C 1.341 7.172 -2.001
C 2.479 5.124 -1.093
C 3.125 4.770 0.088
C 2.984 3.509 0.672
C 2.163 2.602 0.044
O 1.861 1.315 0.363
B 0.944 0.812 -0.613
O 0.746 1.886 -1.533
C 1.487 2.950 -1.124
C 1.636 4.187 -1.707
H 3.530 7.190 -3.652
H 2.794 5.582 -3.758
H 4.362 5.781 -2.970
H 3.675 8.373 -1.466
H 4.573 7.004 -0.807
H 3.131 7.612 0.034
H 1.490 8.146 -2.473
H 0.829 7.321 -1.048
H 0.693 6.578 -2.645
H 3.764 5.485 0.589
H 3.503 3.262 1.589
H 1.105 4.409 -2.625

# 2
118
Properties=species:S:1:pos:R:3 method="wB97M-V/def2-TZVPD" homo_energy_ev="-12.551 / -12.495" relative_energy_ev=1.245 charge=+2 gap_ev="4.86 / 5.30"
Tl 0.383 -0.547 0.439
C 4.110 -0.727 0.080
C 3.517 -2.087 -0.317
N 2.435 -2.477 0.578
C 2.830 -2.896 1.920
C 1.989 -2.218 3.020
N 1.774 -0.800 2.738
C 2.970 0.045 2.806
C 3.108 0.970 1.591
N 3.054 0.247 0.331
H 4.727 -0.839 0.972
H 4.773 -0.401 -0.724
H 3.092 -2.001 -1.318
H 4.323 -2.830 -0.346
H 1.852 -3.167 0.124
H 2.750 -3.979 2.052
H 3.878 -2.640 2.072
H 1.004 -2.682 3.087
H 2.503 -2.383 3.974
H 1.049 -0.439 3.346
H 2.963 0.673 3.700
H 3.851 -0.593 2.883
H 2.267 1.665 1.583
H 4.035 1.546 1.708
H 2.942 0.886 -0.446
Cl -5.774 -4.824 0.598
C -4.742 -3.471 0.706
C -5.284 -2.203 0.655
C -4.480 -1.086 0.773
I -5.444 0.759 0.730
C -3.052 -1.152 0.972
O -2.315 -0.158 1.097
C -2.500 -2.521 1.009
N -1.173 -2.647 1.146
C -0.641 -3.855 1.194
C -1.387 -5.028 1.102
C -2.740 -4.925 0.918
C -3.333 -3.653 0.869
H -6.350 -2.076 0.524
H 0.431 -3.906 1.335
H -0.894 -5.988 1.169
H -3.357 -5.807 0.813
C -2.223 3.438 0.426
N -0.889 2.860 0.570
P -0.337 2.117 2.007
C 0.696 3.434 2.806
C 0.131 4.700 2.944
C 0.831 5.707 3.587
C 2.091 5.456 4.114
C 2.649 4.195 3.990
C 1.956 3.185 3.333
C -1.602 1.952 3.317
C -2.901 2.430 3.437
C -3.662 2.093 4.549
C -3.152 1.282 5.549
C -1.839 0.836 5.461
C -1.078 1.172 4.357
P 0.153 2.450 -0.736
C 0.622 4.066 -1.479
C -0.309 4.877 -2.126
C 0.101 6.057 -2.725
C 1.442 6.420 -2.712
C 2.374 5.604 -2.092
C 1.964 4.434 -1.467
C -0.928 1.910 -2.111
C -2.212 1.400 -1.951
C -2.977 1.086 -3.064
C -2.447 1.217 -4.338
C -1.133 1.632 -4.498
C -0.378 1.984 -3.393
H -2.297 4.382 0.969
H -2.976 2.754 0.801
H -2.440 3.639 -0.618
H -0.866 4.906 2.580
H 0.384 6.688 3.679
H 2.632 6.243 4.622
H 3.628 3.991 4.404
H 2.406 2.204 3.251
H -3.339 3.081 2.698
H -4.673 2.472 4.628
H -3.765 1.004 6.396
H -1.416 0.228 6.250
H -0.041 0.849 4.299
H -1.350 4.592 -2.194
H -0.626 6.683 -3.225
H 1.757 7.337 -3.191
H 3.423 5.868 -2.105
H 2.692 3.800 -0.974
H -2.624 1.269 -0.960
H -3.997 0.748 -2.934
H -3.048 0.993 -5.209
H -0.705 1.709 -5.490
H 0.637 2.345 -3.524
C 2.495 -2.171 -5.078
C 1.613 -1.134 -4.410
O 0.497 -1.713 -3.713
P 0.578 -2.312 -2.230
O 1.266 -3.743 -2.613
C 1.330 -4.867 -1.732
C 1.393 -6.129 -2.572
O -0.945 -2.743 -1.961
C -1.665 -3.664 -2.824
C -2.655 -2.944 -3.708
H 3.272 -1.668 -5.654
H 1.906 -2.792 -5.752
H 2.964 -2.820 -4.340
H 1.166 -0.481 -5.157
H 2.203 -0.515 -3.724
H 0.450 -4.884 -1.079
H 2.234 -4.795 -1.116
H 0.457 -6.279 -3.109
H 1.587 -6.993 -1.938
H 2.195 -6.038 -3.302
H -2.178 -4.358 -2.156
H -0.952 -4.221 -3.433
H -3.346 -2.366 -3.097
H -3.220 -3.666 -4.297
H -2.127 -2.268 -4.374

# 3
111
Properties=species:S:1:pos:R:3 method="wB97M-V/def2-TZVPD" multiplicity=3 homo_energy_ev="-15.477 / -15.457" relative_energy_ev=0.151 charge=+3 s_squared=2.193 gap_ev="6.25 / 4.04"
W 0.713 -0.725 0.078
C -2.371 -0.978 -1.710
C -2.422 -2.421 -1.351
C -3.544 -3.164 -1.682
C -3.614 -4.525 -1.419
C -2.543 -5.196 -0.837
C -1.388 -4.520 -0.504
C -0.220 -5.250 0.114
C -1.354 -3.125 -0.753
N -0.143 -2.497 -0.374
C 0.964 -2.571 -1.135
C 0.997 -2.934 -2.572
C 2.230 -2.313 -0.368
C 2.957 -3.365 0.390
N 2.645 -1.076 -0.598
C 4.007 -0.632 -0.322
C 4.865 -0.641 -1.428
C 4.448 -1.098 -2.803
C 6.180 -0.247 -1.219
C 6.627 0.121 0.038
C 5.759 0.093 1.116
C 4.430 -0.285 0.964
C 3.550 -0.317 2.183
H -2.977 -0.783 -2.595
H -1.369 -0.635 -1.970
H -2.756 -0.338 -0.919
H -4.376 -2.665 -2.165
H -4.509 -5.075 -1.684
H -2.614 -6.260 -0.638
H -0.562 -6.132 0.651
H 0.342 -4.633 0.816
H 0.472 -5.599 -0.660
H -0.007 -2.919 -2.997
H 1.412 -3.939 -2.687
H 1.654 -2.251 -3.110
H 2.356 -3.705 1.235
H 3.912 -2.978 0.740
H 3.136 -4.230 -0.252
H 3.381 -1.000 -2.967
H 4.723 -2.144 -2.965
H 4.954 -0.513 -3.569
H 6.861 -0.238 -2.062
H 7.659 0.414 0.181
H 6.116 0.362 2.103
H 4.137 -0.575 3.064
H 2.762 -1.067 2.102
H 3.080 0.647 2.365
O 1.180 1.124 0.903
C -0.044 1.516 1.046
O -0.891 0.701 0.574
C -0.412 2.831 1.603
C -0.506 3.852 0.421
Ge -1.588 3.400 -1.165
C -0.575 2.482 -2.564
C -0.863 2.889 -3.874
C -0.215 2.340 -4.977
C 0.749 1.361 -4.802
C 1.059 0.938 -3.517
C 0.408 1.497 -2.428
C -1.930 5.158 -1.905
C -3.241 5.685 -1.983
C -3.449 6.974 -2.415
C -2.350 7.780 -2.795
C -1.039 7.273 -2.738
C -0.834 5.986 -2.309
C -3.297 2.589 -0.863
C -4.014 2.156 -1.981
C -5.314 1.681 -1.847
C -5.912 1.637 -0.593
C -5.212 2.071 0.526
C -3.914 2.552 0.388
H 0.344 3.140 2.323
H -1.377 2.736 2.097
H 0.499 4.072 0.057
H -0.923 4.784 0.801
H -1.615 3.653 -4.043
H -0.461 2.688 -5.972
H 1.263 0.940 -5.656
H 1.824 0.191 -3.367
H 0.753 1.151 -1.448
H -4.093 5.077 -1.694
H -4.455 7.374 -2.463
H -2.520 8.793 -3.140
H -0.203 7.893 -3.035
H 0.181 5.601 -2.285
H -3.562 2.191 -2.969
H -5.866 1.359 -2.722
H -6.931 1.288 -0.491
H -5.683 2.050 1.501
H -3.394 2.910 1.271
C 2.068 -0.357 5.535
Ge 0.953 -1.944 5.523
C 1.736 -3.430 6.450
C -0.869 -1.538 6.036
C 0.877 -2.470 3.561
Se -0.027 -1.071 2.574
C -1.757 -1.911 2.360
H 1.965 0.163 6.488
H 1.791 0.343 4.743
H 3.117 -0.631 5.414
H 1.869 -3.142 7.495
H 2.713 -3.680 6.035
H 1.093 -4.310 6.415
H -0.858 -1.063 7.019
H -1.472 -2.445 6.111
H -1.352 -0.840 5.348
H 0.314 -3.388 3.391
H 1.888 -2.582 3.174
H -2.128 -2.064 3.371
H -1.654 -2.858 1.841
H -2.401 -1.222 1.820

# 4
116
Properties=species:S:1:pos:R:3 method="wB97M-V/def2-TZVPD" homo_energy_ev=-9.746 relative_energy_ev=3.815 charge=+1 gap_ev=5.55
Be 10.221 -13.457 9.265
C 8.191 -9.173 9.579
C 9.623 -9.599 9.128
O 9.988 -10.863 9.556
H 7.403 -9.666 9.009
H 8.030 -8.096 9.540
H 7.898 -9.427 10.598
H 10.349 -8.936 9.598
H 9.747 -9.387 8.066
N 14.546 -6.673 10.536
C 13.610 -7.647 10.403
C 13.767 -8.971 10.913
C 14.994 -9.284 11.604
C 15.949 -8.330 11.688
C 15.689 -7.078 11.205
H 12.658 -7.242 10.091
H 12.949 -9.671 10.818
H 15.130 -10.318 11.887
H 16.852 -8.444 12.268
H 16.441 -6.388 11.557
N 8.219 -13.727 7.634
C 7.760 -12.657 7.018
C 6.520 -12.582 6.411
C 5.716 -13.749 6.391
C 6.192 -14.971 6.804
C 7.486 -14.911 7.329
H 8.353 -11.760 7.123
H 6.161 -11.645 6.011
H 4.750 -13.693 5.910
H 5.677 -15.917 6.721
H 7.909 -15.771 7.826
N 8.157 -13.693 10.839
C 7.934 -14.805 11.598
C 6.774 -14.927 12.394
C 5.815 -13.879 12.393
C 5.967 -12.751 11.617
C 7.120 -12.741 10.807
H 8.756 -15.500 11.510
H 6.476 -15.765 13.006
H 4.911 -13.972 12.976
H 5.240 -11.956 11.703
H 7.230 -11.862 10.189
N 11.173 -13.606 11.733
C 11.518 -14.844 12.195
C 11.688 -15.041 13.599
C 11.493 -14.008 14.537
C 11.207 -12.721 14.070
C 11.047 -12.562 12.663
H 11.535 -15.685 11.518
H 11.928 -15.976 14.084
H 11.652 -14.111 15.600
H 10.934 -12.005 14.831
H 10.811 -11.600 12.232
N 12.802 -13.118 9.278
C 13.696 -14.122 9.597
C 15.043 -13.889 9.618
C 15.503 -12.646 9.341
C 14.674 -11.596 8.919
C 13.315 -11.888 8.986
H 13.297 -15.031 10.023
H 15.744 -14.650 9.929
H 16.558 -12.419 9.364
H 14.986 -10.602 8.632
H 12.658 -11.275 8.387
N 3.085 -9.714 10.970
C 2.267 -10.809 10.892
C 2.304 -11.592 9.725
C 3.303 -11.337 8.767
C 4.118 -10.238 8.856
C 4.057 -9.462 10.017
H 1.827 -11.091 11.837
H 1.699 -12.485 9.663
H 3.426 -12.088 8.001
H 4.930 -10.134 8.151
H 4.645 -8.567 10.157
N 11.179 -12.784 6.452
C 11.287 -11.481 5.995
C 11.805 -11.181 4.813
C 12.261 -12.209 3.977
C 12.244 -13.537 4.438
C 11.737 -13.788 5.675
H 10.908 -10.725 6.667
H 11.985 -10.148 4.555
H 12.735 -12.026 3.024
H 12.713 -14.288 3.819
H 11.823 -14.802 6.035
C 9.145 -8.521 13.133
C 9.417 -7.082 12.670
O 8.776 -6.145 13.090
C 10.498 -6.809 11.744
H 8.152 -8.918 12.923
H 9.449 -8.680 14.167
H 9.776 -9.181 12.537
H 11.395 -7.382 11.978
H 10.648 -5.747 11.549
H 10.212 -7.206 10.770
C 14.167 -6.691 5.358
C 13.944 -8.062 6.006
O 14.480 -9.102 5.581
C 12.975 -8.053 7.132
H 14.668 -6.790 4.395
H 14.813 -6.058 5.967
H 13.299 -6.054 5.194
H 13.020 -7.070 7.600
H 13.318 -8.786 7.862
H 11.974 -8.316 6.789
C 7.994 -7.729 5.116
C 6.899 -7.957 6.090
O 6.692 -9.079 6.582
C 6.178 -6.754 6.714
H 8.722 -7.079 5.601
H 7.674 -7.298 4.167
H 8.583 -8.610 4.864
H 5.500 -7.179 7.454
H 5.537 -6.176 6.047
H 6.897 -6.119 7.231